Record 1
ORCA calculation (the ωB97M-V functional and the def2-TZVPD basis) on a cluster of 11 separate species, C17H35Cl4F2N7O20 in total.

Geometry as XYZ:
```
85
Properties=species:S:1:pos:R:3
C 35.491 17.112 10.191
N 35.866 18.260 11.055
O 35.029 19.100 11.346
O 37.032 18.251 11.526
H 35.401 17.561 9.201
H 34.480 16.802 10.457
H 36.162 16.280 10.403
C 32.657 27.832 6.364
N 31.853 28.893 5.696
O 32.262 30.077 5.670
O 30.876 28.534 5.082
H 32.125 27.387 7.205
H 33.605 28.313 6.603
H 32.855 27.045 5.637
C 36.552 24.253 10.544
N 37.127 24.853 9.318
O 38.354 24.976 9.381
O 36.382 25.175 8.437
H 35.680 24.868 10.768
H 37.269 24.250 11.365
H 36.194 23.231 10.422
C 24.536 25.819 13.054
N 25.836 25.421 12.478
O 26.813 25.736 13.114
O 25.925 24.759 11.475
H 23.830 25.094 12.648
H 24.355 26.872 12.839
H 24.601 25.870 14.141
C 26.319 22.257 6.584
N 27.505 22.130 5.657
O 27.542 22.838 4.697
O 28.347 21.320 5.976
H 26.597 22.039 7.615
H 25.504 21.641 6.205
H 25.980 23.293 6.591
C 29.030 29.906 10.902
N 29.527 31.108 11.638
O 29.893 32.094 10.970
O 29.480 31.092 12.877
H 28.998 30.158 9.842
H 28.011 29.669 11.207
H 29.714 29.064 11.005
C 26.284 17.736 13.516
N 25.839 19.002 12.871
O 26.527 19.518 11.976
O 24.806 19.538 13.267
H 25.411 17.121 13.734
H 26.870 17.945 14.411
H 26.946 17.201 12.835
C 25.454 21.691 19.298
C 26.105 23.100 19.545
O 26.793 23.260 18.286
C 26.814 22.100 17.601
O 27.579 21.870 16.622
O 26.115 21.215 18.151
F 26.901 23.076 20.659
H 24.381 21.816 19.158
H 25.547 20.962 20.103
H 25.352 23.880 19.662
C 31.229 26.058 17.459
C 31.725 25.250 18.702
O 32.759 26.023 19.209
C 32.622 27.308 18.830
O 33.103 28.295 19.375
O 31.757 27.330 17.831
F 32.120 24.012 18.379
H 30.177 26.034 17.178
H 31.873 25.709 16.651
H 30.871 25.062 19.352
Cl 30.040 17.094 9.463
C 30.044 16.500 7.728
C 29.414 15.150 7.619
Cl 30.479 13.936 8.356
H 31.041 16.740 7.357
H 29.321 17.094 7.168
H 29.365 14.996 6.541
H 28.429 15.026 8.068
Cl 31.416 24.763 11.925
C 30.978 23.047 11.600
C 30.745 22.752 10.090
Cl 32.159 22.167 9.307
H 30.075 22.884 12.188
H 31.761 22.404 12.002
H 30.317 23.568 9.507
H 30.020 21.939 10.095
```

Properties
- Multiplicity: 1
- Total energy: -125080.026 eV
- Orbital gap: 10.47 eV
- Energy above the lowest of the compared OMol25 structures with the same formula, charge and spin: 0.917 eV
- E_HOMO: -10.641 eV
- Structure (SMILES): O=C1OC[C@@H](F)O1.O=C1OC[C@@H](F)O1.C[N+](=O)[O-].C[N+](=O)[O-].C[N+](=O)[O-].C[N+](=O)[O-].C[N+](=O)[O-].C[N+](=O)[O-].C[N+](=O)[O-].ClCCCl.ClCCCl
- LUMO: -0.2 eV

***

Record 2
ORCA calculation (the ωB97M-V functional and the def2-TZVPD basis) on a structure of composition C17H35EuINOP2Si.

Geometry as XYZ:
```
59
Properties=species:S:1:pos:R:3
C -0.704 0.989 -3.334
I 0.927 1.118 2.020
H 0.203 0.747 -3.956
H -1.159 1.843 -3.850
H -1.238 0.053 -3.561
Eu 2.081 -0.201 -1.842
P 0.501 3.305 -1.811
C -0.888 4.222 -1.106
C 1.805 4.307 -0.967
H 1.692 5.351 -1.231
H 0.624 5.306 -2.995
H 2.802 3.998 -1.261
H 1.305 4.058 -4.052
H -1.001 4.005 -0.038
H 1.749 4.224 0.108
C 0.500 4.282 -3.353
H -0.725 5.307 -1.211
H -0.420 4.232 -3.926
H -1.845 4.002 -1.592
P 0.485 -2.401 -2.139
C -0.833 -3.307 -1.288
C 0.552 -3.320 -3.697
H 2.903 -2.440 -1.505
H 2.102 -4.021 -1.709
H 1.774 -3.046 -0.259
C 1.985 -3.015 -1.318
H 1.324 -2.836 -4.335
H 0.810 -4.370 -3.410
H -0.616 -4.356 -1.493
H -1.803 -2.999 -1.667
H -0.467 -3.218 -4.141
H -0.756 -3.076 -0.232
C -2.358 1.088 -1.242
O -3.178 1.209 -2.164
C 3.685 -1.944 2.840
Si 2.022 -1.143 2.922
C 0.711 -2.465 2.483
C 1.555 -0.632 4.804
N -1.472 0.689 -0.502
C -2.034 0.261 0.818
C -2.986 -0.803 0.975
C -3.680 -1.027 2.255
C -3.559 -0.060 3.313
C -2.610 0.942 3.177
C -1.965 1.105 1.905
H 3.960 -2.093 3.948
H 4.481 -1.304 2.321
H 3.682 -2.979 2.368
H 0.875 -3.417 3.027
H -0.254 -1.977 2.771
H 0.779 -2.600 1.392
H 2.177 0.233 5.018
H 0.491 -0.382 4.757
H 1.746 -1.479 5.472
H -3.226 -1.484 0.141
H -4.489 -1.890 2.334
H -4.145 -0.257 4.247
H -2.552 1.679 3.950
H -1.327 1.987 1.822
```

Properties
- Multiplicity: 7
- Total energy: -75597.550 eV
- Orbital gap (spin up / spin down): 6.02 / 6.11 eV
- Energy above the lowest of the compared OMol25 structures with the same formula, charge and spin: 0.000 eV
- Total charge: +2
- E_HOMO (spin up / spin down): -13.441 / -13.443 eV
- LUMO (spin up / spin down): -7.4 / -7.3 eV

***

Record 3
ORCA calculation (the ωB97M-V functional and the def2-TZVPD basis) on a cluster of 3 separate species, C17H35F5O10PS2 in total.

Geometry as XYZ:
```
70
Properties=species:S:1:pos:R:3
O -0.517 4.467 -2.849
C -0.759 3.375 -2.101
O -1.272 2.179 -2.798
C -0.434 3.364 -0.463
C -1.740 2.815 0.370
C -1.604 1.213 0.826
P -3.279 0.736 1.697
C -4.045 0.030 0.096
C -5.610 0.437 -0.168
C -5.959 2.027 0.030
C -7.066 2.519 -1.075
F -7.798 3.677 -0.479
F -8.069 1.425 -1.275
C -6.393 3.048 -2.497
F -5.955 1.900 -3.376
F -7.484 3.803 -3.209
F -5.265 4.001 -2.302
O -2.524 -0.809 2.112
C -3.027 -1.419 3.388
C -4.608 -0.878 3.444
O -4.696 0.430 2.725
H -1.760 1.592 -2.148
H -0.165 4.496 -0.203
H 0.461 2.651 -0.211
H -2.674 2.955 -0.350
H -1.915 3.533 1.288
H -1.378 0.503 -0.098
H -0.688 1.094 1.578
H -2.580 1.187 2.898
H -3.577 2.129 1.480
H -3.429 0.264 -0.889
H -4.020 -1.158 0.198
H -5.827 0.190 -1.316
H -6.397 -0.175 0.446
H -6.298 2.188 1.160
H -5.001 2.721 -0.100
H -2.326 -1.060 4.284
H -3.018 -2.608 3.420
H -5.353 -1.549 2.799
H -5.063 -0.879 4.543
O 1.483 -0.581 -1.451
S 1.952 -0.706 -2.814
O 2.187 -1.994 -3.432
O 3.282 0.216 -3.005
C 4.374 0.028 -2.117
C 5.181 -1.204 -2.482
C 0.878 0.233 -3.871
H 4.029 -0.018 -1.079
H 5.014 0.912 -2.205
H 4.601 -2.117 -2.314
H 6.090 -1.265 -1.878
H 5.456 -1.187 -3.541
H 0.737 1.226 -3.440
H -0.079 -0.289 -3.930
H 1.328 0.299 -4.864
O 6.128 -4.050 0.229
S 6.058 -3.042 1.265
O 6.630 -1.723 1.095
O 6.613 -3.676 2.660
C 7.902 -4.271 2.673
C 8.996 -3.221 2.720
C 4.364 -2.858 1.763
H 8.032 -4.940 1.816
H 7.961 -4.888 3.576
H 9.029 -2.646 1.790
H 9.975 -3.688 2.863
H 8.818 -2.510 3.533
H 3.940 -3.846 1.946
H 3.826 -2.362 0.953
H 4.325 -2.244 2.666
```

Properties
- Multiplicity: 1
- Total energy: -83210.982 eV
- Orbital gap: 6.54 eV
- Total charge: -1
- E_HOMO: -4.527 eV
- LUMO: 2.0 eV

***

Record 4
ORCA calculation (the ωB97M-V functional and the def2-TZVPD basis) on a structure of composition C17H35I2N2O3PtSi3.

Geometry as XYZ:
```
63
Properties=species:S:1:pos:R:3
Pt 0.324 0.274 -0.570
C -2.969 0.461 2.723
O -1.745 0.502 1.991
Si -0.330 1.150 2.655
C 0.090 0.292 4.258
C -0.715 2.932 3.066
C 0.957 0.831 1.355
Si 2.246 2.196 1.175
C 1.464 3.745 0.474
C 3.624 1.781 -0.038
C 3.034 2.525 2.845
Si 1.580 -0.876 1.329
C 3.212 -1.286 2.126
C 0.417 -2.276 1.712
C 2.043 -1.073 -0.712
H -2.835 -0.067 3.668
H -3.706 -0.074 2.126
H -3.342 1.468 2.927
H -0.612 0.544 5.055
H 1.081 0.614 4.590
H 0.109 -0.795 4.159
H -1.453 2.942 3.874
H -1.132 3.496 2.231
H 0.160 3.470 3.433
H 1.130 3.561 -0.551
H 2.217 4.537 0.435
H 0.617 4.123 1.045
H 3.248 1.634 -1.053
H 4.243 0.923 0.230
H 4.291 2.647 -0.074
H 2.317 2.855 3.599
H 3.791 3.308 2.752
H 3.532 1.632 3.231
H 3.061 -1.303 3.210
H 4.009 -0.574 1.915
H 3.544 -2.283 1.826
H 0.475 -2.543 2.769
H 0.704 -3.167 1.147
H -0.616 -2.025 1.471
H 3.060 -1.032 -0.311
H 2.201 -0.539 -1.652
H 1.769 -2.099 -0.946
I -1.840 1.695 -0.411
I -1.898 2.903 -2.803
O -4.771 -4.345 -2.212
C -4.488 -3.898 -3.518
N -3.299 -3.083 -3.381
C -2.939 -2.205 -4.345
O -3.572 -2.029 -5.366
C -1.697 -1.397 -4.078
C -1.005 -0.870 -5.162
C 0.111 -0.087 -4.928
C 0.481 0.169 -3.620
N -0.194 -0.317 -2.573
C -1.261 -1.092 -2.802
H -5.350 -5.115 -2.261
H -5.279 -3.270 -3.930
H -4.312 -4.737 -4.198
H -2.639 -3.386 -2.684
H -1.363 -1.076 -6.162
H 0.683 0.338 -5.739
H 1.328 0.805 -3.397
H -1.792 -1.439 -1.925
```

Properties
- Multiplicity: 1
- Total energy: -70399.622 eV
- Orbital gap: 7.76 eV
- Energy above the lowest of the compared OMol25 structures with the same formula, charge and spin: 0.063 eV
- Total charge: +1
- E_HOMO: -11.975 eV
- LUMO: -4.2 eV